Record 1
ORCA calculation (ωB97M-V/def2-TZVPD) on a structure of composition C36H32ClLuP2 at a distorted geometry.

Positions of all 72 atoms, in Å:
Lu  -0.5525  -0.9844  0.4522
Cl  1.6220  -2.0672  0.2589
P  -0.2350  -0.2519  -2.3918
C  -0.9158  1.3170  -3.0060
C  -2.0986  1.3885  -3.7591
C  -2.5147  2.6116  -4.2932
C  -1.7754  3.7748  -4.0586
C  -0.6478  3.7256  -3.2296
C  -0.2362  2.5108  -2.6810
C  1.3664  -0.4022  -3.2930
C  2.0597  -1.6210  -3.1830
C  3.2951  -1.7992  -3.8020
C  3.8842  -0.7558  -4.5231
C  3.2175  0.4648  -4.6128
C  1.9700  0.6432  -4.0129
C  -1.2418  -1.5184  -3.2553
C  -1.9696  -2.4597  -2.5000
C  -2.6688  -3.4731  -3.1490
C  -2.6393  -3.5781  -4.5449
C  -1.9117  -2.6546  -5.2979
C  -1.2204  -1.6226  -4.6555
H  1.6416  -2.4205  -2.5719
H  3.8054  -2.7647  -3.7202
H  4.8539  -0.9009  -5.0087
H  3.6711  1.2909  -5.1644
H  1.4794  1.6126  -4.1006
H  -2.6812  0.4903  -3.9526
H  -3.4159  2.6513  -4.9105
H  -2.0724  4.7200  -4.5188
H  -0.0754  4.6353  -3.0205
H  0.6380  2.4719  -2.0230
H  -1.9688  -2.4346  -1.3948
H  -3.2250  -4.2040  -2.5577
H  -3.1733  -4.3959  -5.0384
H  -1.8649  -2.7450  -6.3853
H  -0.6299  -0.9135  -5.2481
H  -0.3182  1.0969  -0.0193
H  -1.1180  1.0534  0.1079
C  -0.6967  3.9562  5.4424
C  0.0864  4.1834  4.3016
C  0.3984  3.1322  3.4390
C  -0.0779  1.8323  3.6988
C  -0.8822  1.6069  4.8356
C  -1.1857  2.6706  5.6965
P  0.5002  0.4864  2.5978
C  1.8983  -0.2158  3.5437
C  3.1755  0.2850  3.2291
C  4.2869  -0.1155  3.9689
C  4.1309  -1.0266  5.0257
C  2.8618  -1.5265  5.3343
C  1.7369  -1.1077  4.6134
C  -0.8898  -0.7124  2.7508
C  -0.6364  -2.1107  2.6261
C  -1.7188  -2.9887  2.4707
C  -3.0052  -2.4923  2.2945
C  -3.1927  -1.1325  2.0402
C  -2.1386  -0.2297  2.2420
H  -0.9191  4.7780  6.1286
H  0.4624  5.1828  4.0928
H  1.0287  3.3020  2.5622
H  -1.2537  0.6077  5.0654
H  -1.8057  2.4907  6.5783
H  3.2784  1.0072  2.4126
H  5.2701  0.2901  3.7319
H  5.0051  -1.3335  5.6051
H  2.7467  -2.2387  6.1523
H  0.7485  -1.4569  4.9063
H  0.3638  -2.5014  2.7937
H  -1.5524  -4.0608  2.5707
H  -3.8683  -3.1552  2.3557
H  -4.1818  -0.7446  1.7828
H  -2.3080  0.8469  2.1752

Atoms 1-3, force components in eV/Å:
Lu 1.78 -1.01 -3.03
Cl -0.91 0.36 0.20
P -0.09 -0.49 -1.25

## Properties
energy	-102558.1353	eV
energy relative to the best compared isomer or geometry (same formula, charge and spin)	0.0000	eV
charge	+2
E_LUMO	-0.2560	Ha


Record 2
ORCA calculation (ωB97M-V/def2-TZVPD) on the molecule C22H28N8 at a distorted geometry.

Positions of all 58 atoms, in Å:
C  5.5465  0.4465  -0.8379
C  4.0570  0.1402  -0.7346
C  3.7137  -1.0688  0.1555
C  4.1096  -0.7912  1.6058
C  4.3745  -2.3678  -0.3183
N  2.2638  -1.2563  0.1398
N  1.5571  -1.1417  1.2691
N  0.3466  -1.3957  1.0107
N  0.1883  -1.6925  -0.2703
C  1.3741  -1.6026  -0.8344
C  1.5997  -1.8815  -2.2897
N  0.7858  -1.1314  -3.2259
C  1.1185  0.2677  -3.3540
C  0.6421  1.1047  -2.1563
N  -0.7056  0.7276  -1.8003
C  -1.2556  0.8999  -0.5738
N  -2.5093  0.5119  -0.4451
C  -3.1533  0.6220  0.7220
C  -4.4930  0.1866  0.8107
C  -5.1715  0.2894  1.9904
C  -4.5700  0.8267  3.1492
C  -5.3673  0.9103  4.4149
C  -3.2713  1.2563  3.0831
C  -2.5408  1.1670  1.8825
C  -1.2131  1.5958  1.7491
C  -0.5529  1.4859  0.5408
C  0.7801  1.9283  0.5454
N  1.8644  2.2991  0.6602
C  -1.4130  -0.0304  -2.8080
C  -0.6600  -1.3339  -3.1104
H  6.0956  -0.3927  -1.2579
H  5.9667  0.6935  0.1319
H  5.6881  1.3042  -1.4910
H  3.5443  1.0149  -0.3256
H  3.6754  -0.0334  -1.7426
H  3.6472  0.1295  1.9504
H  3.7775  -1.6012  2.2496
H  5.1884  -0.7027  1.6844
H  4.2489  -2.5252  -1.3864
H  5.4374  -2.3398  -0.0976
H  3.9426  -3.2164  0.2091
H  2.6435  -1.7098  -2.5565
H  1.3785  -2.9425  -2.4550
H  2.2002  0.3760  -3.4627
H  0.6597  0.6288  -4.2778
H  0.6968  2.1763  -2.3977
H  1.3145  0.9196  -1.3175
H  -4.9549  -0.2266  -0.0723
H  -6.1972  -0.0471  2.0531
H  -4.7829  1.3566  5.2154
H  -6.2633  1.5107  4.2600
H  -5.6840  -0.0842  4.7280
H  -2.7834  1.6716  3.9544
H  -0.6934  2.0162  2.5999
H  -1.5145  0.5819  -3.7105
H  -2.4030  -0.2530  -2.4136
H  -0.8609  -2.0426  -2.3068
H  -1.0259  -1.7511  -4.0567

Atoms 1-3, force components in eV/Å:
C -0.22 -0.07 -0.02
C 0.08 0.01 0.09
C 0.67 0.11 0.04

## Properties
energy	-35188.4926	eV
energy relative to the best compared isomer or geometry (same formula, charge and spin)	0.1665	eV
E_LUMO	0.0032	Ha


Record 3
ORCA calculation (ωB97M-V/def2-TZVPD) on a structure of composition C3H4LiO4 at a distorted geometry.

Positions of all 12 atoms, in Å:
C  1.0294  -0.6953  1.5944
C  0.5154  0.3762  0.7083
O  -0.7989  0.0144  0.1333
C  -1.1508  0.5405  -1.0563
O  -1.2540  1.7917  -1.1474
O  -0.9398  -0.1815  -2.0704
O  1.5389  -1.7932  0.9411
H  0.2715  -0.9743  2.3585
H  1.2163  0.5978  -0.1107
H  0.3399  1.3008  1.2777
Li  -1.6138  1.2964  -2.7785
H  0.8458  -2.2733  0.1499

Atoms 1-3, force components in eV/Å:
C -0.81 1.56 0.22
C 1.55 0.27 1.77
O -2.56 -0.73 -1.09

## Properties
energy	-11569.6203	eV
energy relative to the best compared isomer or geometry (same formula, charge and spin)	2.9057	eV
charge	-1
E_LUMO	0.0641	Ha


Record 4
ORCA calculation (ωB97M-V/def2-TZVPD) on a structure of composition C36H41N5PdSb2Se.

Positions of all 86 atoms, in Å:
Pd  0.0533  3.1920  1.7511
C  1.5793  -2.0669  -1.1954
C  0.4325  -2.0612  -0.1695
C  0.5397  -0.9213  0.8599
Sb  -0.2817  0.9958  0.3191
C  0.1788  1.2138  -1.7268
C  1.2967  1.9509  -2.1152
C  1.5784  2.1293  -3.4635
C  0.7303  1.5936  -4.4241
C  -0.3926  0.8692  -4.0406
C  -0.6677  0.6689  -2.6927
C  -2.3509  0.6076  0.2778
C  -2.9427  -0.3627  1.0848
C  -4.3269  -0.4917  1.1091
C  -5.1198  0.3509  0.3408
C  -4.5340  1.3210  -0.4637
C  -3.1512  1.4519  -0.4981
Sb  1.6860  -3.9164  -2.2690
C  1.9383  -5.5958  -1.1789
C  2.3537  -5.4527  0.1636
C  2.5766  -6.5870  0.9110
C  2.3691  -7.8455  0.3402
C  1.9371  -7.9849  -0.9811
C  1.7224  -6.8666  -1.7552
C  1.5931  -3.9067  -4.2824
C  1.2545  -2.6913  -4.9145
C  1.2014  -2.6587  -6.2899
C  1.4897  -3.8099  -7.0254
C  1.8405  -5.0072  -6.3969
C  1.8937  -5.0707  -5.0228
H  2.5576  -2.0039  -0.7101
H  1.5080  -1.2799  -1.9474
H  0.4506  -2.9960  0.3981
H  -0.5331  -2.0312  -0.6814
H  1.5609  -0.7889  1.2186
H  -0.0496  -1.2100  1.7324
H  1.9431  2.4085  -1.3739
H  2.4404  2.7094  -3.7647
H  0.9296  1.7711  -5.4730
H  -1.0785  0.4905  -4.7889
H  -1.5700  0.1392  -2.4063
H  -2.3461  -1.0209  1.7064
H  -4.7855  -1.2508  1.7292
H  -6.1965  0.2486  0.3646
H  -5.1526  1.9702  -1.0692
H  -2.7060  2.2007  -1.1472
H  2.5198  -4.4763  0.6034
H  2.9120  -6.5060  1.9358
H  2.5428  -8.7326  0.9364
H  1.7706  -8.9697  -1.3963
H  1.3698  -6.9773  -2.7721
H  1.0376  -1.7954  -4.3440
H  0.9421  -1.7421  -6.8021
H  1.4498  -3.7732  -8.1068
H  2.0770  -5.8813  -6.9884
H  2.1917  -5.9912  -4.5388
Se  0.6455  6.8459  3.1329
N  2.3786  6.9940  2.9630
C  2.8626  5.8671  2.4603
C  4.2147  5.5220  2.1640
C  4.4371  4.2765  1.6554
C  3.3688  3.3609  1.4231
N  2.1144  3.6411  1.6819
C  1.8792  4.8823  2.2008
N  0.6222  5.1717  2.4773
H  5.0165  6.2269  2.3420
H  5.4396  3.9521  1.4149
H  3.5875  2.3797  1.0199
C  -4.0118  3.5677  4.2615
C  -2.6847  2.8429  4.4852
C  -1.6293  3.7874  5.0468
C  -2.8898  1.6527  5.4156
N  -2.1514  2.2396  3.2226
N  -1.9210  3.1753  2.1467
H  -4.3909  3.9347  5.2146
H  -4.7651  2.8988  3.8400
H  -3.9319  4.4500  3.6174
H  -1.9438  4.1609  6.0202
H  -1.4814  4.6638  4.4057
H  -0.6757  3.2734  5.1660
H  -3.2790  1.9949  6.3731
H  -1.9505  1.1300  5.5962
H  -3.6158  0.9493  5.0007
H  -2.8008  1.5345  2.8824
H  -2.1897  4.1121  2.4557
H  -2.5176  2.9523  1.3478

Atoms 1-3, force components in eV/Å:
Pd 0.12 -0.46 -0.28
C -0.03 -0.02 0.04
C -0.02 0.00 0.00

## Properties
energy	-127307.4395	eV
energy relative to the best compared isomer or geometry (same formula, charge and spin)	0.1016	eV
charge	+4
E_LUMO	-0.4812	Ha


Record 5
ORCA calculation (ωB97M-V/def2-TZVPD) on the molecule C7H14 at a distorted geometry.

Positions of all 21 atoms, in Å:
C  1.2805  0.7495  -0.8516
C  -0.0297  1.5551  -0.5127
C  -0.5644  1.2864  0.9519
C  -1.3406  -0.0097  1.1542
C  -0.9871  -1.2541  0.3060
C  0.4937  -1.5549  0.0206
C  1.1266  -0.7558  -1.1260
H  2.0288  0.8821  -0.0556
H  1.7540  1.1841  -1.7491
H  0.2254  2.6110  -0.6601
H  -0.7427  1.2980  -1.3147
H  0.3393  1.3513  1.5676
H  -1.2449  1.8581  1.6450
H  -1.3246  0.0059  2.2575
H  -2.4064  0.1755  0.9629
H  -1.4595  -2.1359  0.7532
H  -1.4913  -1.1463  -0.6714
H  1.0701  -1.3824  0.9369
H  0.6013  -2.6217  -0.2198
H  0.5516  -0.9097  -2.0537
H  2.1200  -1.1867  -1.3412

Atoms 1-3, force components in eV/Å:
C -0.09 0.09 0.11
C -0.04 0.02 0.15
C 0.36 -0.12 -0.08

## Properties
energy	-7485.3815	eV
energy relative to the best compared isomer or geometry (same formula, charge and spin)	0.9129	eV
E_LUMO	0.0429	Ha


Record 6
ORCA calculation (ωB97M-V/def2-TZVPD) on the molecule C5H10BrNO at a distorted geometry.

Positions of all 18 atoms, in Å:
C  -0.6161  -1.9402  0.4770
N  -0.2864  -0.7513  0.6061
C  -0.4281  0.0813  -0.5066
O  -0.2526  1.4487  -0.1402
C  -1.0302  1.8260  0.9852
C  0.8093  -0.2289  -1.3181
C  2.0736  0.2070  -0.6228
Br  0.3788  0.7517  -2.9917
H  -0.4782  -2.5782  1.3211
H  -1.0231  -2.3507  -0.3920
H  -1.3844  -0.2037  -1.2025
H  -1.3124  2.8928  0.7615
H  -0.5734  1.9080  1.9796
H  -1.7680  1.0370  1.2137
H  0.6486  -1.2670  -1.5509
H  2.1360  1.3545  -0.7641
H  2.9561  -0.4450  -0.9246
H  1.9196  -0.0721  0.4517

Atoms 1-3, force components in eV/Å:
C 0.23 -0.44 1.51
N -0.43 0.47 1.64
C -0.30 0.91 -1.58

## Properties
energy	-78924.8387	eV
energy relative to the best compared isomer or geometry (same formula, charge and spin)	2.2117	eV
E_LUMO	0.0246	Ha


Record 7
ORCA calculation (ωB97M-V/def2-TZVPD) on the molecule C6H8S at a distorted geometry.

Positions of all 15 atoms, in Å:
S  -3.0004  -0.1629  0.0148
C  -1.3910  0.0128  0.0006
C  -0.5670  1.3041  -0.0334
C  0.8334  0.6628  -0.0510
C  0.6801  -0.4167  1.0646
C  -0.3568  -1.0329  0.0629
C  0.6531  -0.5441  -0.9915
H  -0.8209  1.8717  -0.9379
H  -0.7868  1.8799  0.8554
H  1.7117  1.2895  -0.1588
H  0.3521  -0.0887  2.0395
H  1.5940  -1.0526  1.1404
H  -0.6697  -2.0878  0.0675
H  1.5214  -1.2006  -1.0936
H  0.2469  -0.4344  -1.9796

Atoms 1-3, force components in eV/Å:
S 0.41 0.10 -0.06
C -0.61 0.36 0.25
C -0.09 -0.59 -0.70

## Properties
energy	-17185.5078	eV
energy relative to the best compared isomer or geometry (same formula, charge and spin)	0.9630	eV
E_LUMO	0.0100	Ha


Record 8
ORCA calculation (ωB97M-V/def2-TZVPD) on a structure of composition C30H42FN6O5V.

Positions of all 85 atoms, in Å:
V  -0.1398  0.6039  0.7589
F  6.1840  3.3057  0.2788
C  5.9017  1.9914  0.3500
C  4.5950  1.6093  0.4299
C  4.2485  0.2549  0.4547
C  2.8434  -0.1381  0.5264
O  1.9547  0.7579  0.5309
C  2.6105  -1.5376  0.5616
C  3.6619  -2.4095  0.4989
N  4.9471  -2.0470  0.3973
C  5.9802  -3.0654  0.3594
C  5.7642  -4.2832  -0.4816
C  6.7680  -3.2555  -0.9067
C  5.2752  -0.6999  0.3932
C  6.6106  -0.2831  0.3513
C  6.9509  1.0579  0.3201
N  8.3144  1.4196  0.2652
C  8.7452  2.7562  0.6660
C  10.2796  2.7556  0.7673
N  10.7413  1.3482  0.9953
C  10.5023  0.5017  -0.2273
C  9.1400  0.8967  -0.8148
C  1.2352  -2.1392  0.6157
O  1.0975  -3.3446  0.5168
O  0.2746  -1.2924  0.7394
H  3.8185  2.3599  0.4446
H  3.4495  -3.4702  0.5184
H  6.4892  -3.1881  1.3076
H  4.8529  -4.3480  -1.0593
H  6.1174  -5.2225  -0.0833
H  6.4967  -2.6313  -1.7479
H  7.8194  -3.4910  -0.8175
H  7.3980  -1.0227  0.3560
H  8.3002  2.9957  1.6308
H  8.4553  3.5388  -0.0394
H  10.6309  3.3810  1.5841
H  10.7534  3.0892  -0.1539
H  10.2008  0.9548  1.7679
H  11.7266  1.3234  1.2595
H  10.5284  -0.5377  0.0935
H  11.3198  0.6824  -0.9223
H  8.6722  0.0266  -1.2666
H  9.2656  1.6427  -1.6083
C  0.5878  3.0324  -0.8836
N  0.1289  2.7739  0.4937
C  1.0148  3.4333  1.4587
C  -1.2472  3.3069  0.6514
C  -2.2697  2.3855  0.0467
C  -3.5241  2.8689  -0.3035
C  -4.4824  1.9884  -0.7879
C  -4.1866  0.6380  -0.9240
C  -2.9328  0.1545  -0.5666
C  -1.9675  1.0255  -0.0619
H  0.7218  4.1073  -1.0402
H  -0.1580  2.6610  -1.5851
H  1.5362  2.5268  -1.0572
H  0.9910  4.5197  1.3266
H  2.0320  3.0796  1.3198
H  0.6967  3.1918  2.4719
H  -1.3012  4.3052  0.2004
H  -1.4196  3.4243  1.7237
H  -3.7514  3.9250  -0.2100
H  -5.4603  2.3573  -1.0680
H  -4.9335  -0.0409  -1.3147
H  -2.7006  -0.8959  -0.6941
C  -2.3267  -2.2812  3.7001
N  -1.5270  -1.3113  2.9714
C  -1.3589  -0.0449  3.3422
N  -1.8996  0.3782  4.4927
O  -0.6918  0.7916  2.6479
H  -2.3353  -3.2072  3.1337
H  -3.3581  -1.9412  3.8040
H  -1.9052  -2.4890  4.6857
H  -1.0132  -1.6122  2.1485
H  -2.4996  -0.2067  5.0457
H  -1.8608  1.3609  4.6982
C  0.8662  -0.8686  -2.6893
C  -0.3682  -1.7204  -2.9452
O  -1.0061  -2.1406  -1.7518
H  1.2701  -0.4922  -3.6309
H  1.6502  -1.4519  -2.1988
H  0.6312  -0.0040  -2.0586
H  -0.0974  -2.5803  -3.5655
H  -1.1113  -1.1455  -3.4978
H  -0.5013  -2.8511  -1.3386

Atoms 1-3, force components in eV/Å:
V 0.71 -0.19 -0.18
F -0.04 -0.01 -0.01
C -0.07 0.03 0.01

## Properties
energy	-79364.1617	eV
energy relative to the best compared isomer or geometry (same formula, charge and spin)	0.0000	eV
charge	+2
E_LUMO (spin up / spin down)	-0.1884 / -0.1889	Ha
<S²>	2.022
multiplicity	3


Q: What is the energy in the first record?
A: -102558.1353 eV


Q: Among the records above, which one has the highest energy relative to the best compared isomer or geometry (same formula, charge and spin)?
A: C3H4LiO4


Q: Which of these has the highest energy?
A: C7H14